Formula: C2H6N2O
Source: the OMol25 dataset
Level of theory: wB97M-V/def2-TZVPD

```
11
Properties=species:S:1:pos:R:3
C -1.122 0.311 -0.617
C 0.386 0.105 -0.227
N 0.732 -1.193 0.232
N 0.669 1.224 0.654
O 1.270 0.960 1.685
H -1.297 -0.169 -1.574
H -1.780 -0.139 0.120
H -1.339 1.369 -0.723
H 0.998 0.377 -1.107
H -0.027 -1.703 0.666
H 1.510 -1.142 0.890
```

The calculation puts the HOMO energy at -9.125 eV. The calculation puts the total energy at -7196.61387 eV. As for the structure (SMILES): C[C@H](N)N=O. For the maximum force, the calculation gives 0.052 hartree/bohr. The energy relative to the best compared isomer or geometry (same formula, charge and spin) comes out at 306.2 kJ/mol.

How is the electron density shared among the atoms? According to Löwdin, the charges in e are: -0.037 -0.487 0.051 -0.023 -0.009 0.071 0.072 0.069 0.146 0.076 0.072